(1)
{
  "formula": "C3H10N2O",
  "method": "wB97M-V/def2-TZVPD",
  "e_tot_ev": -8296.5691,
  "homo_energy_ev": -7.8,
  "homo_lumo_gap_ha": 0.3223,
  "e_lumo_ev": 0.960,
  "max_force_ha_per_bohr": 0.0426,
  "elements": ["O", "N", "N", "C", "C", "C", "H", "H", "H", "H", "H", "H", "H", "H", "H", "H"],
  "positions_angstrom": [[1.284, 0.268, 0.029], [0.564, -0.933, -0.440], [-1.564, -0.196, -0.424], [-0.575, -1.054, 0.409], [2.668, 0.013, -0.036], [-1.767, 1.182, 0.058], [-0.954, -2.077, 0.378], [-2.347, 1.744, -0.674], [-0.783, 1.633, 0.165], [-0.443, -0.351, -1.182], [-0.453, -0.663, 1.424], [-2.455, -0.664, -0.588], [-2.276, 1.205, 1.025], [3.163, 0.928, 0.298], [2.988, -0.216, -1.059], [2.951, -0.821, 0.618]],
  "forces_ev_per_angstrom": [[-0.2, -0.4, -0.1], [-0.1, 1.1, -1.0], [-0.7, -0.2, 1.0], [-0.9, 0.7, -0.5], [0.0, 0.0, 0.0], [0.1, -0.2, 0.1], [0.0, 0.1, 0.2], [0.0, 0.0, 0.0], [0.0, 0.1, 0.0], [1.9, -1.0, 0.5], [0.0, -0.1, -0.1], [0.1, 0.1, 0.0], [0.0, 0.0, -0.1], [0.0, -0.1, 0.0], [-0.1, 0.0, 0.1], [0.0, 0.1, -0.1]]
}

(2)
{
  "formula": "C4H15N2S",
  "method": "wB97M-V/def2-TZVPD",
  "e_tot_ev": -18200.5389,
  "homo_energy_ev": -12.2,
  "homo_lumo_gap_ha": 0.3365,
  "total_charge": 1,
  "e_lumo_ev": -3.084,
  "max_force_ha_per_bohr": 0.0168,
  "elements": ["S", "N", "N", "C", "C", "C", "C", "H", "H", "H", "H", "H", "H", "H", "H", "H", "H", "H", "H", "H", "H", "H"],
  "positions_angstrom": [[1.140, -3.713, -1.671], [-1.109, 0.680, -0.144], [1.483, -0.060, 0.123], [0.749, -1.996, -1.230], [-1.763, 1.310, 1.058], [-1.155, 2.698, 1.323], [1.844, -1.428, -0.330], [-1.066, 1.354, -0.910], [0.618, -1.353, -2.105], [-1.850, 3.476, 1.028], [-0.039, -3.949, -2.240], [-1.608, -0.126, -0.521], [1.965, -2.069, 0.541], [1.849, 0.076, 1.059], [-0.188, -1.979, -0.669], [-0.214, 2.796, 0.783], [2.797, -1.439, -0.860], [-0.924, 2.766, 2.382], [-2.832, 1.316, 0.860], [-1.588, 0.632, 1.890], [-0.066, 0.373, 0.074], [1.957, 0.635, -0.443]],
  "forces_ev_per_angstrom": [[0.2, 0.2, 0.0], [0.2, 0.3, -0.1], [0.2, 0.0, 0.2], [-0.1, 0.3, 0.3], [0.1, -0.2, -0.2], [-0.2, -0.8, 0.0], [-0.2, -0.3, -0.3], [0.0, 0.0, 0.1], [0.1, -0.2, -0.1], [0.1, 0.2, 0.0], [-0.1, -0.1, -0.1], [-0.1, 0.0, 0.3], [-0.1, 0.0, 0.1], [0.0, 0.0, 0.1], [0.0, -0.1, 0.0], [0.0, 0.2, 0.0], [0.0, 0.1, 0.0], [-0.1, 0.3, 0.0], [0.0, 0.2, 0.1], [0.0, -0.1, 0.0], [-0.2, -0.1, -0.3], [0.1, 0.0, -0.1]]
}

(3)
{
  "formula": "CN4OS",
  "method": "wB97M-V/def2-TZVPD",
  "e_tot_ev": -19876.3251,
  "homo_energy_ev": 1.0,
  "homo_lumo_gap_ha": 0.2045,
  "total_charge": -2,
  "e_lumo_ev": 6.604,
  "max_force_ha_per_bohr": 0.0321,
  "elements": ["S", "O", "N", "N", "N", "N", "C"],
  "positions_angstrom": [[1.232, 0.847, -0.339], [1.681, 1.896, -1.432], [-0.471, -1.325, 0.811], [-1.258, -0.132, 2.632], [-0.559, -0.521, -2.092], [-0.797, -0.699, 1.729], [0.172, -0.067, -1.309]],
  "forces_ev_per_angstrom": [[0.1, 0.2, -0.8], [0.5, 0.4, 0.5], [0.9, -0.8, -0.4], [-0.1, 1.0, 1.3], [0.4, 0.1, -0.1], [-1.0, -0.5, 0.0], [-0.8, -0.4, -0.4]]
}

(4)
{
  "formula": "C6H12N",
  "method": "wB97M-V/def2-TZVPD",
  "e_tot_ev": -7895.7390,
  "homo_energy_ev": -13.5,
  "homo_lumo_gap_ha": 0.3744,
  "total_charge": 1,
  "e_lumo_ev": -3.266,
  "max_force_ha_per_bohr": 0.1129,
  "elements": ["N", "C", "C", "C", "C", "C", "C", "H", "H", "H", "H", "H", "H", "H", "H", "H", "H", "H", "H"],
  "positions_angstrom": [[0.464, 0.742, -0.331], [0.196, -1.517, 0.644], [1.958, 1.084, -0.027], [1.129, -2.007, -0.214], [-0.204, -0.092, 0.651], [-2.171, -0.012, 0.293], [-2.726, 0.844, -0.473], [1.647, -2.888, -0.176], [2.084, 1.386, 1.017], [-0.509, -2.285, 1.071], [-3.712, 1.021, -0.385], [2.224, 1.881, -0.721], [-0.260, 0.432, 1.641], [-0.079, 1.604, -0.583], [0.391, 0.202, -1.284], [-2.033, 1.614, -1.049], [2.367, 0.095, -0.131], [-2.475, -0.810, 0.903], [1.708, -1.294, -0.845]],
  "forces_ev_per_angstrom": [[0.2, 0.4, -2.6], [-0.1, -1.8, -1.8], [-1.7, -0.3, 0.1], [-0.4, 4.0, 0.7], [-4.7, 0.5, 0.4], [5.5, -1.4, 1.3], [4.3, 2.7, -1.7], [0.2, -2.7, 0.0], [-0.4, 0.1, -0.3], [1.1, 1.2, 0.4], [-3.4, 0.5, -0.5], [0.4, -0.4, 0.0], [0.4, -0.6, -0.9], [0.4, -0.7, 0.9], [0.6, 1.0, 2.1], [-1.8, -1.5, 1.0], [1.1, 0.4, -0.3], [-1.0, -0.6, 0.7], [-0.5, -0.7, 0.4]]
}